# C5H13N5O2

2 unconnected molecules or ions with the total composition C5H13N5O2 (wB97M-V/def2-TZVPD, the OMol25 dataset).

Energy above the lowest of the compared OMol25 structures with the same formula, charge and spin = 0.816 eV
Net charge = 0
HOMO-LUMO gap = 9.772 eV
SMILES = [H]/N=C\N(O)/C=N\[H].[H]/N=C(/N)COC
Highest occupied orbital energy = -9.2 eV

Each line ends with the natural charge from an NBO analysis.
Geometry (Å):
H -1.862 2.488 0.310  0.3457
N -2.862 2.348 0.316  -0.6427
C -3.116 1.114 0.195  0.2587
N -2.206 0.044 0.101  -0.1983
O -0.880 0.426 -0.154  -0.5605
C -2.584 -1.191 -0.436  0.2668
N -3.710 -1.778 -0.477  -0.6583
H -4.458 -1.270 -0.008  0.3310
H -4.137 0.757 0.160  0.1680
H -0.371 -0.144 0.463  0.4994
H -1.729 -1.699 -0.892  0.1763
H 1.411 0.026 1.600  0.3639
N 1.459 -0.982 1.399  -0.7573
C 2.164 -1.186 0.361  0.4305
N 2.251 -2.428 -0.193  -0.8124
C 2.776 -0.074 -0.463  -0.1427
O 2.538 1.131 0.207  -0.5357
C 2.957 2.240 -0.533  -0.2454
H 2.850 -2.582 -0.981  0.3895
H 2.000 -3.212 0.408  0.4107
H 3.858 -0.228 -0.620  0.1845
H 2.261 -0.067 -1.439  0.1909
H 4.014 2.142 -0.807  0.1655
H 2.811 3.125 0.097  0.2021
H 2.383 2.358 -1.474  0.1703

# C12H27B4FIO8P

A molecular structure, C12H27B4FIO8P in a non-equilibrium geometry (wB97M-V/def2-TZVPD, the OMol25 dataset).

Net charge = 0
HOMO-LUMO gap = 8.402 eV
Highest occupied orbital energy = -8.8 eV

Each line ends with the natural charge from an NBO analysis.
Geometry (Å):
C -1.514 -2.373 3.960  -0.6308
C -0.668 -2.245 2.696  -0.0765
O -0.577 -0.865 2.315  -0.7365
B 0.393 -0.566 1.383  0.9155
O 0.292 -1.052 0.093  -0.9190
B 1.761 0.365 1.810  0.8530
O 1.747 1.763 1.811  -0.8872
B 2.949 2.424 1.804  1.1264
C 3.056 3.990 1.971  -0.1224
C 2.173 4.522 3.098  -0.6378
F 4.390 4.301 2.266  -0.3696
O 4.101 1.655 1.689  -0.8802
B 3.960 0.550 2.484  0.8113
P 5.135 0.327 4.020  0.6727
O 5.002 -1.308 4.270  -0.9812
I 3.510 1.161 5.612  -0.1030
O 2.916 -0.303 2.181  -0.8892
H -1.948 -1.403 4.187  0.2293
H -2.324 -3.083 3.834  0.2119
H -0.910 -2.663 4.815  0.2104
H 0.324 -2.656 2.883  0.1699
H -1.139 -2.814 1.893  0.1752
H 0.214 -2.011 0.094  0.5014
H 2.822 4.502 1.038  0.1917
H 2.778 4.599 3.996  0.2326
H 1.823 5.523 2.863  0.2134
H 1.326 3.866 3.269  0.2252
H 5.635 -1.732 3.684  0.4921
C -3.190 -2.950 -3.160  -0.4284
C -1.733 -2.786 -3.588  -0.4370
C -1.024 -2.789 -2.245  -0.0800
O -1.798 -3.625 -1.374  -0.5521
C -3.062 -3.907 -1.979  -0.0648
H -3.838 -3.333 -3.946  0.2158
H -3.591 -1.992 -2.823  0.2005
H -1.422 -3.641 -4.193  0.1955
H -1.539 -1.876 -4.151  0.2427
H -0.988 -1.783 -1.824  0.1854
H -0.007 -3.182 -2.302  0.1766
H -3.070 -4.951 -2.312  0.1623
H -3.847 -3.776 -1.234  0.1812
C -0.686 2.816 -3.138  -0.4296
C -2.087 2.591 -2.571  -0.4311
C -2.570 1.410 -3.404  -0.0646
O -1.407 0.644 -3.723  -0.5474
C -0.229 1.387 -3.400  -0.0686
H -0.021 3.352 -2.463  0.2169
H -0.745 3.374 -4.075  0.2014
H -2.024 2.309 -1.518  0.2057
H -2.740 3.458 -2.653  0.2171
H -3.037 1.745 -4.337  0.1647
H -3.279 0.775 -2.872  0.1822
H 0.229 0.946 -2.508  0.1734
H 0.478 1.309 -4.227  0.1835

# C4H14NO5S

4 unconnected molecules or ions with the total composition C4H14NO5S in a non-equilibrium geometry (wB97M-V/def2-TZVPD, the OMol25 dataset).

Energy above the lowest of the compared OMol25 structures with the same formula, charge and spin = 1.224 eV
Net charge = -1
HOMO-LUMO gap = 8.080 eV
Highest occupied orbital energy = -5.1 eV

Each line ends with the natural charge from an NBO analysis.
Geometry (Å):
C 1.755 -0.340 -1.585  -0.4216
N 0.873 -0.730 -0.498  -0.6651
C 0.608 0.326 0.483  -0.1875
C 0.773 -0.263 1.907  -0.5076
S 1.845 0.470 3.178  -0.0765
C -0.903 0.745 0.455  0.7685
O -1.670 -0.215 0.199  -0.8241
O -1.165 1.932 0.680  -0.7386
H 1.194 0.152 -2.388  0.1802
H 2.186 -1.186 -2.111  0.1811
H 2.620 0.234 -1.253  0.1872
H 0.007 -1.024 -0.934  0.3942
H 1.404 1.063 0.371  0.1950
H -0.179 -0.514 2.367  0.2276
H 1.227 -1.244 1.808  0.2124
H 1.044 1.488 3.540  0.1218
H -3.748 1.117 0.983  0.4700
H -3.413 0.291 -0.169  0.4970
O -4.191 0.764 0.201  -0.9943
H -3.189 1.835 -1.691  0.4959
H -2.411 0.572 -2.196  0.4758
O -2.927 1.335 -2.469  -0.9745
H 2.105 -2.228 0.159  0.4940
H 3.279 -1.964 -0.802  0.4590
O 2.875 -2.616 -0.237  -0.9699

# C5H5BrO

2 unconnected molecules or ions with the total composition C5H5BrO in a non-equilibrium geometry (wB97M-V/def2-TZVPD, the OMol25 dataset).

Energy above the lowest of the compared OMol25 structures with the same formula, charge and spin = 2.078 eV
Net charge = 0
HOMO-LUMO gap (alpha / beta) = 5.701 / 8.031 eV
Highest occupied orbital energy (alpha / beta) = -9.2 / -10.1 eV

Each line ends with the natural charge from an NBO analysis.
Geometry (Å):
C 1.737 -0.665 -0.353  -0.0801
C 0.446 -0.249 -0.557  -0.1988
C 2.834 -1.083 -0.019  -0.0711
C -0.235 0.515 0.510  0.5157
C -1.694 0.163 0.661  -0.7203
O 0.344 1.292 1.230  -0.5023
Br -0.942 1.866 -2.395  -0.1433
H -0.125 -0.691 -1.357  0.2425
H 3.801 -1.439 0.183  0.2377
H -2.286 0.858 0.068  0.2570
H -1.977 0.281 1.704  0.2434
H -1.904 -0.848 0.326  0.2196

# CH5NOP2

A single CH5NOP2 molecule in a non-equilibrium geometry (wB97M-V/def2-TZVPD, the OMol25 dataset).

Energy above the lowest of the compared OMol25 structures with the same formula, charge and spin = 1.522 eV
Net charge = 0
HOMO-LUMO gap = 8.895 eV
SMILES = O=CPNP
Highest occupied orbital energy = -8.9 eV

Each line ends with the natural charge from an NBO analysis.
Geometry (Å):
O -2.463 -2.135 -0.229  -0.5046
C -1.853 -1.093 -0.187  0.1347
P 0.020 -1.038 -0.058  0.6335
N 0.300 0.946 -0.227  -1.1895
P 1.804 1.554 0.101  0.5585
H -2.549 -0.226 -0.040  0.1412
H -0.210 -0.909 1.300  -0.0247
H -0.044 1.244 -1.167  0.3973
H 2.854 0.835 -0.723  -0.0854
H 2.140 0.824 1.229  -0.0611

# C10H18N3O4

2 unconnected molecules or ions with the total composition C10H18N3O4 in a non-equilibrium geometry (wB97M-V/def2-TZVPD, the OMol25 dataset).

Energy above the lowest of the compared OMol25 structures with the same formula, charge and spin = 0.728 eV
Net charge = +1
HOMO-LUMO gap = 8.226 eV
Highest occupied orbital energy = -12.5 eV

Each line ends with the natural charge from an NBO analysis.
Geometry (Å):
N -0.189 0.347 2.464  -0.8539
C 0.572 1.101 1.394  0.6399
O 1.667 1.793 1.788  -0.5765
C 0.181 1.193 -0.198  -0.4872
C -0.956 2.387 -0.334  -0.4576
C -2.430 1.858 0.150  0.2043
C -3.448 0.712 -0.433  -0.0910
N -4.705 0.744 0.458  -0.5410
C -4.401 1.807 1.501  0.7123
O -5.225 2.308 2.627  -0.6369
N -3.060 2.495 1.369  -0.5800
H -0.518 0.973 3.238  0.4036
H -0.956 -0.246 2.078  0.3781
H -0.305 0.224 -0.645  0.2590
H 1.124 1.575 -0.793  0.3053
H -0.703 3.343 0.332  0.2433
H -1.003 2.748 -1.446  0.2752
H -3.240 0.024 -1.356  0.3034
H -5.573 0.160 0.371  0.4904
H -5.231 3.314 2.485  0.5153
H -2.584 3.238 1.925  0.4825
O 1.302 -0.147 -2.034  -0.6276
C 2.125 -1.029 -1.789  0.8185
O 1.752 -2.328 -1.782  -0.5073
C 2.665 -3.438 -1.697  -0.0702
C 3.003 -3.751 -0.253  -0.6383
C 3.530 -0.673 -1.401  -0.7513
H 3.555 -3.265 -2.310  0.1844
H 2.149 -4.297 -2.139  0.2057
H 3.509 -2.913 0.233  0.2104
H 3.651 -4.630 -0.191  0.2301
H 2.090 -3.945 0.320  0.2184
H 3.562 -0.451 -0.331  0.2573
H 3.831 0.215 -1.964  0.2526
H 4.260 -1.445 -1.640  0.2286

| no. | molecular weight (g mol⁻¹) |
| --- | --- |
| 1 | 175.19 |
| 2 | 519.46 |
| 3 | 188.22 |
| 4 | 161.00 |
| 5 | 109.00 |
| 6 | 244.27 |